1.
Molecular formula: C2H5NO
Method: DFT, ωB97M-V/def2-TZVPD

Summary:
E_LUMO: 0.8 eV
Multiplicity: 1
Relative energy (zero: lowest compared OMol25 entry of this formula, charge and spin): 57.4 kcal/mol

Each line ends with the natural charge from an NBO analysis.
Geometry (Å):
C1 1.667 -3.388 2.553  -0.040
N1 0.489 -3.710 2.260  -0.588
H1 2.374 -4.139 2.884  0.158
H2 2.048 -2.375 2.505  0.140
H3 -0.086 -2.902 2.020  0.330
O1 -1.403 4.085 -2.424  -0.487
C2 -0.880 3.004 -2.377  0.281
H4 -0.812 2.286 -3.223  0.106
H5 -0.364 2.657 -1.464  0.100

2.
Molecular formula: C42H52MgN5O6S2Si
Method: DFT, ωB97M-V/def2-TZVPD

Summary:
E_LUMO: 2.2 eV
Multiplicity: 1
Relative energy (zero: lowest compared OMol25 entry of this formula, charge and spin): 36.5 kcal/mol
Charge: -1

Each line ends with the Löwdin charge.
Geometry (Å):
Mg1 0.639 -0.594 0.192  0.365
C1 4.803 0.741 0.635  -0.028
C2 3.601 -0.141 0.356  -0.234
N1 2.545 -0.212 1.215  -0.042
N2 2.553 0.136 2.461  0.088
C3 1.284 0.038 2.904  -0.411
O1 0.211 0.076 2.151  -0.134
C4 1.141 -0.013 4.331  -0.138
C5 2.267 0.012 5.207  -0.005
C6 2.063 -0.504 6.492  -0.110
C7 0.884 -1.090 6.841  -0.132
C8 -0.244 -1.019 6.042  -0.094
C9 -0.164 -0.325 4.831  -0.004
C10 3.394 -0.904 -0.886  -0.211
C11 4.371 -1.155 -1.880  -0.043
C12 4.083 -1.929 -2.966  -0.079
C13 2.777 -2.430 -3.089  -0.075
C14 1.811 -2.048 -2.197  -0.117
N3 2.114 -1.314 -1.126  0.055
H1 5.308 0.378 1.525  0.069
H2 5.480 0.704 -0.235  0.060
H3 4.481 1.769 0.803  0.080
H4 3.236 0.366 4.878  0.102
H5 2.859 -0.377 7.201  0.091
H6 0.746 -1.598 7.786  0.094
H7 -1.209 -1.543 6.301  0.116
H8 -1.074 -0.035 4.253  0.122
H9 5.390 -0.840 -1.660  0.101
H10 4.862 -2.155 -3.717  0.111
H11 2.515 -3.150 -3.911  0.116
H12 0.790 -2.473 -2.298  0.121
C15 -5.803 -1.715 3.616  -0.073
C16 -4.680 -1.976 2.682  -0.249
C17 -3.787 -0.975 2.225  -0.034
C18 -2.822 -1.234 1.313  -0.050
C19 -2.651 -2.567 0.832  -0.252
C20 -3.566 -3.553 1.238  -0.068
C21 -4.595 -3.272 2.093  -0.048
S1 -1.181 -2.756 -0.076  0.679
O2 -1.384 -3.830 -1.036  -0.302
O3 -0.942 -1.403 -0.636  -0.410
N4 0.224 -2.872 0.828  -0.078
C22 0.681 -4.035 1.304  -0.287
C23 -0.136 -5.121 1.738  -0.035
C24 0.273 -5.958 2.773  -0.111
C25 1.601 -5.974 3.166  -0.084
C26 2.579 -5.163 2.502  -0.139
C27 3.981 -5.158 2.716  -0.037
C28 4.805 -4.527 1.824  -0.091
C29 4.279 -3.611 0.930  -0.148
N5 2.974 -3.391 0.857  0.137
C30 2.082 -4.157 1.544  -0.134
H13 -5.477 -1.187 4.543  0.089
H14 -6.183 -2.692 3.960  0.073
H15 -6.670 -1.160 3.234  0.083
H16 -3.840 0.030 2.625  0.119
H17 -2.114 -0.446 0.994  0.115
H18 -3.422 -4.606 0.875  0.127
H19 -5.260 -4.080 2.393  0.109
H20 -1.192 -5.144 1.405  0.087
H21 -0.418 -6.661 3.254  0.102
H22 1.974 -6.676 3.933  0.099
H23 4.281 -5.711 3.561  0.091
H24 5.846 -4.873 1.734  0.103
H25 4.970 -3.159 0.174  0.113
C31 -0.552 3.381 -5.199  -0.024
C32 0.292 2.245 -4.618  -0.624
C33 0.308 1.002 -5.500  -0.041
C34 1.713 2.598 -4.232  -0.040
O4 -0.324 1.794 -3.396  -0.176
Si1 -0.620 2.661 -2.027  -0.098
S2 0.543 1.914 -0.379  0.360
O5 -2.176 2.593 -1.555  -0.186
C35 -3.442 1.985 -2.059  -0.576
C36 -3.999 2.880 -3.143  -0.028
C37 -3.115 0.528 -2.458  -0.021
C38 -4.303 1.937 -0.799  -0.039
O6 -0.205 4.223 -2.368  -0.203
C39 -0.192 5.327 -1.439  -0.658
C40 1.278 5.526 -1.069  -0.045
C41 -0.684 6.513 -2.237  -0.048
C42 -1.033 5.085 -0.188  -0.064
H26 -0.104 3.846 -6.099  0.091
H27 -0.666 4.173 -4.452  0.069
H28 -1.529 3.099 -5.499  0.056
H29 0.747 1.106 -6.545  0.102
H30 -0.714 0.691 -5.655  0.067
H31 0.790 0.143 -4.978  0.088
H32 2.296 3.023 -5.059  0.082
H33 2.248 1.693 -3.817  0.106
H34 1.829 3.360 -3.465  0.063
H35 -3.284 2.916 -3.970  0.069
H36 -4.186 3.924 -2.845  0.090
H37 -4.922 2.440 -3.562  0.089
H38 -2.238 0.450 -3.113  0.074
H39 -3.955 0.110 -3.003  0.078
H40 -2.868 -0.153 -1.619  0.076
H41 -4.871 2.904 -0.748  0.086
H42 -3.659 1.835 0.105  0.095
H43 -5.016 1.094 -0.837  0.083
H44 1.904 5.541 -1.981  0.086
H45 1.563 4.731 -0.376  0.057
H46 1.419 6.567 -0.627  0.097
H47 -0.139 6.570 -3.203  0.092
H48 -0.579 7.427 -1.626  0.084
H49 -1.749 6.347 -2.510  0.090
H50 -0.722 4.286 0.440  0.028
H51 -2.119 4.943 -0.312  0.086
H52 -0.910 5.987 0.462  0.096

3.
Molecular formula: C4H8O3
Method: DFT, ωB97M-V/def2-TZVPD

Summary:
E_LUMO: 0.7 eV
Multiplicity: 1
Relative energy (zero: lowest compared OMol25 entry of this formula, charge and spin): 31.8 kcal/mol

Each line ends with the natural charge from an NBO analysis.
Geometry (Å):
C1 -0.807 0.631 -1.409  -0.633
C2 -0.726 -0.462 -0.355  0.095
O1 -0.065 -1.555 -0.938  -0.716
C3 0.015 -0.045 0.946  -0.037
O2 0.466 -1.201 1.604  -0.722
C4 1.180 0.899 0.740  0.420
O3 2.291 0.615 1.129  -0.531
H1 -1.455 0.301 -2.225  0.230
H2 -1.205 1.569 -1.008  0.208
H3 0.189 0.810 -1.831  0.216
H4 -1.747 -0.746 -0.050  0.161
H5 0.175 -2.131 -0.195  0.489
H6 -0.700 0.502 1.584  0.192
H7 1.423 -1.062 1.739  0.497
H8 0.966 1.876 0.271  0.132

4.
Molecular formula: C7H15FO2S3
Method: DFT, ωB97M-V/def2-TZVPD

Summary:
E_LUMO: 0.5 eV
Multiplicity: 1
Relative energy (zero: lowest compared OMol25 entry of this formula, charge and spin): 7.1 kcal/mol

Each line ends with the natural charge from an NBO analysis.
Geometry (Å):
C1 -3.057 0.422 -0.075  -0.251
C2 -0.168 2.576 1.338  -0.758
C3 2.523 -0.323 1.906  -0.728
C4 2.085 -2.012 -1.376  -0.698
C5 -0.979 0.628 -2.294  -0.035
C6 -0.862 -0.140 -0.970  0.548
C7 0.759 0.261 -0.141  -0.535
O1 -1.020 -1.476 -1.032  -0.725
O2 -1.662 0.296 0.102  -0.572
F1 -1.439 1.926 -2.039  -0.372
S1 1.034 2.016 0.103  0.250
S2 0.831 -0.682 1.398  0.191
S3 2.050 -0.176 -1.341  0.190
H1 -3.518 1.331 -0.323  0.187
H2 -3.497 0.118 0.814  0.186
H3 -3.385 -0.430 -0.801  0.167
H4 -0.357 1.803 2.094  0.245
H5 -1.254 2.749 1.027  0.220
H6 0.134 3.556 1.511  0.228
H7 3.139 -0.589 1.186  0.202
H8 2.724 -0.902 2.914  0.238
H9 2.545 0.868 2.111  0.236
H10 2.469 -2.235 -2.352  0.227
H11 1.167 -2.306 -1.199  0.215
H12 2.796 -2.490 -0.702  0.210
H13 -1.835 0.062 -2.921  0.197
H14 0.047 0.916 -2.732  0.236
H15 -0.866 -1.862 -0.130  0.500